Formula: C4H11N2O
Source: the Open Molecules 2025 dataset
Level of theory: ωB97M-V/def2-TZVPD

Last column: Mulliken charge in e.
Positions of all 18 atoms, in Å:
C1 -1.41 1.43 0.32  -0.863
C2 -1.30 0.12 0.48  0.056
C3 1.56 0.22 -0.72  0.118
C4 -2.25 -1.00 -0.08  -0.863
N1 2.24 -1.42 0.73  -0.397
N2 1.51 1.46 -0.90  -0.088
O1 1.85 -0.10 0.55  -0.152
H1 -2.14 1.71 -0.46  0.270
H2 -0.86 2.15 0.89  0.383
H3 -0.58 -0.25 1.32  0.192
H4 1.51 -0.52 -1.62  0.342
H5 -1.89 -1.26 -1.03  0.257
H6 -3.33 -0.84 0.00  0.334
H7 -1.97 -1.70 0.76  0.275
H8 2.39 -1.96 -0.11  0.265
H9 1.69 -1.88 1.50  0.284
H10 1.76 1.92 0.06  0.350
H11 1.22 1.93 -1.69  0.239

Computed properties:
**Energy above the lowest of the compared OMol25 structures with the same formula, charge and spin**: 134.63 kcal per mole
**Highest occupied orbital energy**: -0.496 Eh
**Molar mass**: 103.14 g/mol
**DFT total energy**: -9343.0190 eV
**Charge**: +1
**HOMO-LUMO gap**: 0.3312 Eh



Formula: C32H48O24
Source: the Open Molecules 2025 dataset
Level of theory: ωB97M-V/def2-TZVPD

Last column: Mulliken charge in e.
Positions of all 104 atoms, in Å:
C1 1.12 -1.75 3.06  -1.371
C2 -0.06 -2.15 2.20  0.496
C3 -0.80 -0.97 1.64  -0.510
O1 -0.93 -1.27 0.29  -0.332
C4 -0.27 -2.40 -0.01  0.683
O2 -0.30 -2.89 -1.13  -0.591
O3 0.44 -2.75 1.03  -0.327
H1 1.89 -2.52 3.19  0.339
H2 0.70 -1.62 4.05  0.375
H3 1.56 -0.79 2.80  0.351
H4 -0.75 -2.86 2.65  0.321
H5 -0.15 -0.09 1.58  0.278
H6 -1.76 -0.68 2.07  0.288
C5 -2.76 -7.59 -9.01  -1.281
C6 -3.81 -7.70 -7.86  0.454
C7 -4.73 -6.48 -7.70  -0.496
O4 -6.00 -6.97 -7.38  -0.306
C8 -6.04 -8.27 -7.76  0.661
O5 -7.08 -8.90 -7.77  -0.553
O6 -4.82 -8.69 -8.18  -0.354
H7 -1.80 -7.11 -8.82  0.336
H8 -3.29 -7.03 -9.79  0.317
H9 -2.47 -8.53 -9.48  0.325
H10 -3.31 -7.94 -6.92  0.281
H11 -4.73 -5.83 -8.57  0.328
H12 -4.37 -6.00 -6.79  0.286
C9 -0.23 1.32 -7.06  -1.315
C10 0.25 0.90 -8.41  0.401
C11 0.54 -0.60 -8.62  -0.443
O7 -0.10 -0.80 -9.85  -0.327
C12 -0.96 0.13 -10.12  0.718
O8 -1.73 0.10 -11.06  -0.591
O9 -0.85 1.09 -9.27  -0.334
H13 -0.93 0.55 -6.71  0.340
H14 -0.75 2.28 -7.13  0.324
H15 0.55 1.49 -6.33  0.363
H16 1.12 1.45 -8.76  0.296
H17 0.03 -1.16 -7.84  0.266
H18 1.60 -0.87 -8.64  0.302
C13 -5.92 4.22 10.86  -1.377
C14 -5.28 5.02 9.73  0.417
C15 -4.25 6.08 10.28  -0.439
O10 -3.05 5.82 9.64  -0.293
C16 -3.14 4.64 9.02  0.656
O11 -2.23 4.10 8.39  -0.572
O12 -4.42 4.19 8.98  -0.347
H19 -6.55 3.38 10.57  0.362
H20 -6.53 4.93 11.43  0.366
H21 -5.21 3.70 11.50  0.331
H22 -6.00 5.45 9.04  0.304
H23 -4.14 6.06 11.37  0.290
H24 -4.67 7.05 10.03  0.303
C17 6.18 -2.18 -1.08  -1.350
C18 6.64 -3.43 -1.93  0.449
C19 6.15 -4.70 -1.32  -0.441
O13 5.59 -5.33 -2.43  -0.326
C20 5.41 -4.48 -3.42  0.705
O14 4.93 -4.80 -4.48  -0.578
O15 6.04 -3.35 -3.19  -0.332
H25 5.11 -2.09 -0.89  0.329
H26 6.50 -1.24 -1.54  0.340
H27 6.60 -2.21 -0.07  0.391
H28 7.71 -3.52 -2.08  0.266
H29 5.47 -4.63 -0.47  0.271
H30 7.00 -5.33 -1.06  0.277
C21 6.67 -5.37 9.58  -1.333
C22 7.93 -4.51 9.24  0.252
C23 9.31 -5.15 9.51  -0.312
O16 9.85 -4.99 8.20  -0.316
C24 9.01 -4.49 7.37  0.711
O17 9.30 -4.33 6.17  -0.634
O18 7.87 -4.25 7.88  -0.306
H31 6.86 -5.66 10.61  0.386
H32 6.62 -6.33 9.05  0.334
H33 5.77 -4.77 9.45  0.344
H34 7.83 -3.53 9.71  0.286
H35 9.15 -6.21 9.74  0.304
H36 9.85 -4.54 10.23  0.284
C25 -7.21 5.54 -3.61  -1.404
C26 -6.67 4.08 -3.70  0.454
C27 -7.52 2.99 -3.08  -0.364
O19 -7.51 2.02 -4.05  -0.304
C28 -6.93 2.41 -5.15  0.680
O20 -6.79 1.71 -6.16  -0.590
O21 -6.49 3.68 -4.99  -0.334
H37 -7.43 5.75 -2.57  0.385
H38 -8.18 5.63 -4.11  0.346
H39 -6.53 6.34 -3.92  0.342
H40 -5.70 4.05 -3.20  0.217
H41 -8.53 3.37 -2.91  0.294
H42 -7.04 2.63 -2.17  0.278
C29 2.01 9.49 2.79  -1.291
C30 2.39 8.81 1.43  0.476
C31 2.09 7.32 1.40  -0.427
O22 1.17 7.17 0.34  -0.327
C32 1.02 8.28 -0.34  0.646
O23 0.48 8.37 -1.44  -0.552
O24 1.61 9.33 0.37  -0.373
H43 1.01 9.92 2.78  0.355
H44 2.69 10.33 2.94  0.315
H45 2.00 8.79 3.62  0.349
H46 3.44 8.97 1.19  0.271
H47 1.68 6.89 2.31  0.298
H48 2.98 6.81 1.06  0.259

Computed properties:
**Energy above the lowest of the compared OMol25 structures with the same formula, charge and spin**: 107.36 kcal per mole
**Highest occupied orbital energy**: -0.379 Eh
**Molar mass**: 816.71 g/mol
**DFT total energy**: -83100.6703 eV
**HOMO-LUMO gap**: 0.3898 Eh